Record 1
Density functional theory data (ωB97M-V/def2-TZVPD) for 2 unconnected molecules or ions with the total composition H6N4O in a non-equilibrium geometry.

E_HOMO   -8.615 eV
Energy above the lowest of the compared OMol25 structures with the same formula, charge and spin   41.2 kcal/mol

The geometry in ORCA input format:
```
! RIJCOSX wB97M-V def2-TZVPD def2/J DEFGRID3
* xyz 0 1
H 0.3546 0.0007 -0.1889
H 3.1549 -0.8326 -0.4910
O -1.0706 0.5312 -1.0080
N 1.3594 -0.0112 -0.0056
H 2.6501 0.7228 1.2733
N 2.1682 -0.6360 -0.8740
N -2.4916 0.6398 -0.8991
H -2.6213 1.5310 -0.4202
N 1.6356 0.5914 1.1059
H -1.1933 0.8360 -1.8754
H -2.5913 0.0160 -0.1150
*
```

Atom charges from the Mulliken analysis, given in e for atoms 1 to 8: H 0.384; H 0.211; O -0.457; N 0.646; H 0.226; N -0.705; N -0.507; H 0.255

---

Record 2
Density functional theory data (ωB97M-V/def2-TZVPD) for a molecular structure, C17H13AuBrN2O in a non-equilibrium geometry.

E_HOMO (alpha / beta)   -11.307 / -11.307 eV

The geometry in ORCA input format:
```
! RIJCOSX wB97M-V def2-TZVPD def2/J DEFGRID3
* xyz 1 1
C 4.8338 -1.1548 1.3913
C 3.2905 -2.1341 -0.1528
H 1.1732 -1.8969 -1.6237
N 0.1810 -0.4453 -0.5008
C -3.2789 0.5795 -1.2899
H -0.8296 1.4354 3.1107
Br 5.5389 -3.7268 0.4493
H -4.1694 3.7192 -0.3204
C 1.1890 -1.1442 -0.8320
H -3.3422 -2.5316 -2.6516
N -1.5054 1.6979 -0.0905
C -3.7657 -0.5637 -1.9754
H -5.0923 1.7351 -1.5040
H -4.7799 -0.5532 -2.3524
C -1.6360 -1.6323 -1.6719
O 2.2519 1.2913 0.7701
H -1.0201 -2.5136 -1.7997
C 4.0238 -0.0352 1.4727
H 0.8837 2.0049 3.3122
H 0.5488 0.2524 2.9509
C 2.4473 -1.0221 -0.0655
C 0.2144 1.2816 2.8612
C -1.9695 0.5880 -0.7900
C -2.9677 -1.6516 -2.1484
H -1.8744 3.5868 0.6059
C -1.1218 -0.5397 -1.0402
C -3.5875 2.8210 -0.4629
Au 0.3553 1.5668 0.8484
H 5.7557 -1.2136 1.9530
C -2.2867 2.7545 0.0514
H 4.3028 0.8137 2.0819
C 4.4617 -2.2067 0.5707
C 2.8475 0.0736 0.7403
C -4.0831 1.7299 -1.1112
H 3.0108 -2.9664 -0.7867
*
```

Atom charges from the Mulliken analysis, given in e for atoms 1 to 8: C -0.498; C -0.730; H 0.450; N -0.167; C 1.071; H 0.388; Br -0.146; H 0.402

---

Record 3
Density functional theory data (ωB97M-V/def2-TZVPD) for a molecular structure, C27H35BrN8O3Sc.

E_HOMO   -15.754 eV

The geometry in ORCA input format:
```
! RIJCOSX wB97M-V def2-TZVPD def2/J DEFGRID3
* xyz 3 1
C -2.6031 -0.8065 2.1677
H -0.4758 -5.2909 1.0367
H -0.6458 2.4374 -1.1396
O 0.2967 0.6935 -0.5895
N -0.5570 -3.5398 -0.1729
C -1.3866 7.2888 -1.3982
H 3.6261 3.7938 -0.0405
C 3.8507 0.4326 0.0691
H 1.3566 0.2837 3.0727
Br 6.0142 2.2132 0.4744
H 2.1362 5.2387 -0.2763
H -3.7698 -3.0738 0.9099
H -2.9512 -1.0573 0.1708
H -2.3786 -3.2893 -1.1614
H -0.0514 1.2337 1.7176
C -1.1701 -1.3378 -5.4931
C 0.7456 -3.6302 4.4759
H -2.3240 -4.7368 -0.1595
C 2.9850 -2.2502 -0.3553
H 0.9330 -4.1506 5.4063
O -0.6883 -1.4515 -1.8967
N 0.6169 -0.4944 -3.4818
C 0.3434 -0.1171 3.1629
H -1.1794 -0.2682 -5.7036
C -2.3766 6.3376 -1.7036
C 4.2290 1.7765 0.1287
C 0.1088 5.5521 -0.8925
C -2.0373 -3.6837 -0.2049
H 0.5817 -5.4186 3.2885
C -0.4757 -1.1787 -3.1264
O 2.0296 -1.1659 -0.2689
N -0.2734 3.3613 -0.9660
C 0.4245 -1.6162 3.2396
C 0.9957 3.5220 -0.5837
H -2.9025 4.2548 -1.8447
C 1.5427 1.1127 -0.3809
N -1.3209 -1.5918 -4.0602
H -0.2227 -3.8365 -1.0833
N -2.3417 -1.4820 0.8699
C 0.5572 -4.3367 3.3004
H -2.1190 -2.1117 -3.7357
C 2.5368 0.1378 -0.1935
C -0.1245 6.9181 -0.9857
C -1.8721 0.5141 2.2218
H -2.3372 -3.3074 1.8924
H -3.3486 6.6824 -2.0285
H 1.1849 -0.0877 -2.7597
C 0.0996 -4.3825 0.8408
H -1.6215 8.3402 -1.4911
N 0.2698 -2.2953 2.0856
H -3.6722 -0.6552 2.3266
C 0.6623 -2.2471 4.4450
H 0.6356 7.6520 -0.7548
H 4.5939 -0.3373 0.2244
H 3.7253 -2.0169 -1.1172
H 0.8106 -0.2555 -4.4400
H 2.4240 -3.1309 -0.6521
N 1.2472 4.8308 -0.5182
H -0.2552 -1.7910 -5.8750
H 1.0639 -4.7122 0.4481
H -2.2531 -1.4707 2.9579
C 1.9490 2.4491 -0.3238
H -2.0102 -1.7920 -6.0082
H -0.0713 0.2810 4.0926
Sc -0.1793 -1.1756 0.0784
H 0.7704 -1.6616 5.3486
N -0.4211 0.3294 1.9854
C 0.3178 -3.6397 2.1313
H 3.4601 -2.4063 0.6114
C -2.1399 4.9822 -1.6023
H -2.0630 1.0073 3.1783
C -0.8657 4.6115 -1.1877
H -2.2457 1.1779 1.4379
C 3.2948 2.7649 -0.0722
C -2.6884 -2.9298 0.9319
*
```

Atom charges from the Mulliken analysis, given in e for atoms 1 to 8: C -0.814; H 0.477; H -0.082; O -0.754; N 0.092; C -0.550; H 0.603; C -0.563

---

Record 4
Density functional theory data (ωB97M-V/def2-TZVPD) for a molecular structure, C36H40N2ORhS2Si in a non-equilibrium geometry.

E_HOMO (alpha / beta)   -10.595 / -10.562 eV
Energy above the lowest of the compared OMol25 structures with the same formula, charge and spin   37.4 kcal/mol

The geometry in ORCA input format:
```
! RIJCOSX wB97M-V def2-TZVPD def2/J DEFGRID3
* xyz 1 1
C 4.9021 -0.0306 0.9400
H 1.9651 -4.3868 2.6844
C 2.2725 -1.7042 0.6241
C 2.9266 -4.4319 0.7775
C 0.9120 0.9527 1.8706
C 0.3325 -2.2630 -3.7664
C -1.8700 3.4521 -1.0199
H -2.7620 -1.5698 -1.0473
H 2.1039 1.7358 -1.5275
H 3.2149 2.8799 1.2004
H 3.1762 -5.4814 0.8417
C -2.4837 -0.1890 2.6332
H -1.2278 -3.7524 -1.0801
C -6.0961 0.4367 -1.1816
H 1.4407 -2.0062 2.5792
O -0.5725 -1.2310 -1.4584
H -0.0652 -3.8710 -5.1654
H -7.0174 0.9945 -1.2165
H -3.2738 0.8971 4.3130
H 0.3427 -4.5343 -1.3404
H -2.8300 -1.1850 2.9167
H -1.7959 -3.8980 -3.4246
C 0.5140 3.8988 -1.0820
H 1.5540 3.6089 -1.0511
H 1.0545 5.9594 -1.3178
H -3.1499 5.1845 -1.1025
H 3.8502 -4.1503 -1.1355
H 6.9858 -0.2831 1.3304
C -6.1048 -0.9491 -1.2208
H 1.1884 -4.2311 -3.9802
H 1.7700 0.0818 -2.0229
H 3.2735 -1.7787 -1.2681
C -2.1240 4.8464 -1.1018
H -2.0343 2.8142 3.9510
C -1.1676 -0.3403 1.8716
H 1.2156 1.9946 1.9756
C 1.9348 -2.4662 1.7370
H -0.4827 -0.9365 2.4797
C 4.0322 2.1749 1.2368
S -4.6155 2.8097 -1.0596
H 1.2167 -1.7767 -4.1745
H 4.7716 -1.0700 0.6831
C -3.6898 -1.0247 -1.0848
C 3.2952 -3.6874 -0.3323
C 6.1593 0.4104 1.3100
H -0.6704 2.9915 1.9060
H -2.2020 2.1852 1.5889
H 7.3323 2.0813 1.9504
C -4.8835 1.0890 -1.1093
N -2.5575 1.1601 -0.9969
C 2.2439 -3.8147 1.8111
H -3.2505 0.2476 1.9896
C 0.2283 -3.7327 -4.1257
Rh -0.4507 0.9691 -0.8275
H -1.7671 0.0563 4.6444
H -7.0421 -1.4768 -1.2939
H 1.0917 0.4744 2.8412
H -0.8733 -5.3879 -3.2351
C 5.2868 2.6181 1.6162
H -1.3498 -0.8930 0.9423
Si 2.0709 0.1851 0.4954
C 3.8165 0.8385 0.9102
C -0.8143 -4.3031 -3.1704
C -1.2443 2.0850 2.1062
C -0.3990 -3.8653 -1.7747
S 0.4444 -2.2285 -1.9281
C -1.4933 1.9336 3.6070
H -4.9447 -2.7391 -1.1993
C -0.5005 2.9669 -0.9759
C -3.6455 0.3806 -1.0637
C 6.3524 1.7371 1.6565
C -2.8742 2.4965 -1.0097
H -0.5584 -1.7049 -4.0526
H -1.2755 6.7784 -1.3129
C -2.2944 0.6529 3.8986
C 1.5808 0.8254 -1.2468
C 2.9683 -2.3464 -0.4022
H 5.4336 3.6551 1.8822
C 0.2419 5.2576 -1.2162
C -4.9055 -1.6618 -1.1695
H -0.5378 1.9167 4.1323
C -1.0825 5.7221 -1.2138
N -0.5157 0.9436 1.5490
*
```

Atom charges from the Mulliken analysis, given in e for atoms 1 to 8: C -0.240; H 0.434; C 0.978; C -0.699; C -1.022; C -0.962; C 0.609; H 0.331